(1)
{"formula": "C35H35GeMnN2O7S2", "method": "ωB97M-V/def2-TZVPD", "s2": 6.29, "energy_ev": -163681.14724, "homo_lumo_gap_ev": [3.83, 6.95], "spin_multiplicity": 5, "species": ["C", "H", "H", "H", "C", "H", "H", "H", "C", "H", "H", "O", "C", "C", "H", "C", "H", "H", "C", "H", "O", "H", "H", "H", "O", "H", "C", "H", "C", "H", "H", "C", "C", "H", "O", "H", "S", "H", "C", "C", "C", "C", "O", "C", "H", "C", "H", "H", "H", "O", "Mn", "C", "C", "H", "H", "C", "H", "C", "C", "C", "C", "H", "C", "N", "H", "C", "H", "C", "C", "C", "N", "H", "H", "C", "C", "H", "Ge", "O", "C", "C", "C", "C", "S"], "xyz": [[11.295, 14.087, 9.580], [20.605, 18.711, 11.063], [18.598, 17.025, 8.563], [11.972, 6.900, 10.041], [14.075, 7.447, 10.473], [20.832, 10.750, 7.770], [19.152, 11.293, 13.160], [20.589, 9.898, 9.990], [12.472, 13.192, 9.471], [16.683, 16.335, 9.786], [24.980, 16.440, 10.944], [16.661, 13.948, 9.349], [12.796, 7.500, 9.614], [9.174, 15.789, 10.167], [18.999, 9.683, 10.726], [19.361, 16.092, 6.754], [9.821, 12.492, 9.731], [18.796, 16.736, 6.045], [10.000, 13.595, 9.760], [12.931, 7.181, 8.581], [12.745, 16.028, 9.565], [7.952, 14.016, 10.226], [20.314, 11.784, 15.299], [21.619, 13.922, 15.481], [16.658, 11.469, 8.572], [24.817, 19.018, 11.182], [21.113, 13.676, 14.562], [18.095, 17.379, 11.607], [16.496, 14.388, 10.528], [22.698, 20.047, 11.218], [21.324, 13.691, 9.100], [21.553, 18.203, 11.065], [8.965, 14.428, 10.050], [22.996, 15.148, 11.003], [16.953, 9.319, 7.974], [20.325, 14.937, 5.180], [14.385, 9.012, 11.309], [13.345, 15.115, 9.422], [23.955, 18.348, 11.057], [21.609, 16.799, 11.092], [19.935, 15.357, 9.016], [20.787, 14.400, 8.475], [19.194, 11.959, 9.296], [11.543, 15.479, 9.715], [14.029, 6.695, 11.261], [19.806, 10.575, 7.486], [21.645, 13.553, 6.692], [18.039, 15.904, 12.500], [18.512, 12.557, 8.942], [13.618, 13.804, 9.329], [15.274, 12.328, 9.648], [19.730, 13.138, 12.200], [10.457, 16.312, 9.983], [21.591, 15.547, 13.597], [19.482, 8.647, 9.367], [18.957, 10.643, 8.773], [14.922, 7.337, 9.786], [18.099, 16.268, 11.446], [20.202, 15.060, 6.249], [20.418, 12.482, 14.423], [22.859, 16.219, 11.043], [10.694, 17.327, 10.156], [16.799, 15.840, 10.749], [13.439, 11.298, 10.117], [15.997, 16.239, 11.397], [17.363, 10.384, 8.422], [8.370, 16.448, 10.456], [21.124, 14.588, 13.496], [24.031, 16.977, 11.038], [20.916, 14.255, 7.113], [12.302, 11.917, 9.729], [19.227, 12.882, 11.282], [19.733, 9.576, 7.057], [20.403, 14.374, 12.338], [19.713, 12.225, 13.273], [19.510, 11.294, 6.730], [19.969, 15.717, 10.941], [16.046, 13.636, 11.461], [19.261, 16.278, 8.144], [19.550, 9.659, 9.775], [13.296, 10.003, 10.357], [22.716, 18.959, 11.109], [12.069, 9.140, 9.525]], "mulliken_charge": [0.408, 0.306, 0.341, 0.330, -0.438, 0.393, 0.371, 0.419, 0.710, 0.305, 0.363, -0.620, -0.623, -0.442, 0.286, -0.713, 0.339, 0.356, -0.223, 0.377, -0.739, 0.338, 0.282, 0.415, -0.667, 0.317, -0.679, 0.446, 1.951, 0.366, 0.149, -0.406, -0.517, 0.360, -0.697, 0.407, -0.083, 0.482, -0.430, -0.097, 0.907, -0.323, -0.163, 0.021, 0.388, -1.753, 0.414, 0.564, -0.020, -0.840, 0.928, 0.346, -0.565, 0.401, 0.424, 1.509, 0.274, -1.278, -0.540, -0.391, 0.072, 0.451, -0.947, -0.259, 0.554, 0.260, 0.381, -0.464, -0.687, -0.420, -0.362, 0.298, 0.441, -0.103, -1.001, 0.366, 0.893, -0.800, -0.531, -1.750, 0.423, -0.538, -0.016]}

---

(2)
{"formula": "C3H55O25", "method": "ωB97M-V/def2-TZVPD", "relative_energy_kcal_mol": 41.8, "charge": -1, "energy_ev": -55193.91646, "homo_lumo_gap_ev": 7.13, "species": ["H", "H", "H", "H", "H", "H", "C", "H", "O", "H", "H", "H", "H", "H", "H", "H", "O", "O", "H", "H", "H", "H", "H", "O", "H", "H", "H", "H", "H", "O", "H", "O", "H", "O", "O", "H", "O", "H", "O", "H", "H", "C", "H", "H", "H", "H", "H", "O", "O", "H", "H", "O", "H", "O", "O", "H", "O", "H", "H", "H", "H", "O", "O", "O", "H", "C", "O", "O", "H", "H", "H", "H", "O", "O", "H", "H", "O", "H", "H", "H", "O", "H", "H"], "xyz": [[-1.358, 2.307, 2.101], [-3.266, -1.900, 3.134], [1.514, -2.959, -1.456], [0.294, 1.636, 0.349], [-0.743, 0.331, 3.488], [-0.563, -4.266, -1.167], [-0.111, 0.861, -0.306], [3.083, -0.568, 4.830], [1.486, 1.731, 2.539], [-4.860, -0.489, -1.550], [3.751, -0.650, 2.224], [-0.505, 3.636, -4.027], [-1.513, -2.702, 1.940], [-3.275, -0.725, 2.141], [1.014, -4.045, 0.139], [0.596, 3.909, 0.112], [2.483, 0.183, -2.595], [3.270, 1.343, 0.479], [4.751, -1.214, -1.554], [4.545, -2.466, -0.796], [-3.029, 1.277, -1.913], [-1.000, -0.531, -2.470], [3.469, 2.271, 0.274], [-0.672, -3.938, -0.251], [2.009, 1.836, -2.236], [-0.716, -2.992, -0.295], [1.968, -0.161, 4.032], [0.400, 0.870, -1.342], [-4.117, 0.863, 1.096], [-3.330, -0.968, 3.068], [0.429, 2.126, -5.351], [-1.217, 4.008, 1.233], [-2.649, 1.046, 1.253], [-2.967, 2.165, -2.287], [-0.795, -2.687, 2.566], [-0.068, -0.005, 4.726], [0.777, 1.378, -4.880], [-0.838, -0.544, 1.164], [-0.616, 3.165, -3.197], [-3.529, -0.021, -0.738], [-3.267, -2.107, -2.208], [-0.232, -0.461, 0.268], [1.811, 3.076, -1.357], [-1.730, 4.394, 1.979], [-1.081, 1.238, -0.548], [0.189, 1.120, -4.199], [-2.259, -1.855, 0.185], [1.560, 3.943, 0.044], [-1.063, -0.023, -3.288], [2.371, -4.217, 0.605], [1.597, -0.637, 1.516], [1.927, 2.790, -2.269], [-1.822, -0.337, -3.718], [1.083, -2.366, -2.119], [-3.907, -0.371, -1.561], [-2.059, 2.362, -2.496], [-3.297, 0.480, 0.862], [-1.912, -2.193, -1.800], [-2.353, 2.062, 3.286], [-3.193, -3.105, -0.101], [3.217, 0.136, -1.985], [-0.030, -0.227, 3.837], [1.875, -4.307, -0.200], [-2.501, -2.594, -2.428], [2.611, 1.379, 1.148], [1.108, -1.089, 0.582], [-3.032, -2.371, 0.537], [4.219, -1.296, 1.681], [-0.432, -1.833, 2.549], [1.843, -0.949, -0.252], [0.259, 2.923, -2.878], [-1.694, 4.042, 0.400], [-0.912, -1.281, -0.751], [4.078, -1.851, -1.381], [0.503, -1.773, -1.637], [0.996, -2.145, 0.842], [2.807, -0.579, 3.931], [1.820, 3.861, 0.967], [3.754, -1.163, 0.865], [1.837, -0.327, -2.135], [-1.584, 1.699, 2.773], [0.879, 1.011, 2.575], [1.934, 1.804, 3.396]], "mulliken_charge": [0.317, 0.395, 0.686, -0.267, 0.267, 0.386, 0.617, 0.279, -0.607, 0.265, 0.404, 0.221, 0.366, 0.344, 0.287, 0.284, -0.841, -0.484, 0.274, 0.253, 0.456, 0.075, 0.285, -0.908, 0.488, 0.451, 0.194, -1.114, 0.269, -0.635, 0.260, -0.718, 0.116, -0.770, -0.755, 0.283, -0.554, -0.933, -0.673, 0.198, 0.367, 3.375, 0.428, 0.262, -0.383, 0.378, -0.430, -0.717, -0.591, 0.311, -0.466, -0.822, 0.233, -0.751, -0.692, 0.468, -0.639, -0.038, 0.212, 0.360, 0.245, -0.529, -0.694, -0.815, 0.249, 0.921, -0.763, -0.702, 0.287, -0.455, 0.419, 0.329, 1.140, -0.529, -0.288, -0.101, -0.529, 0.305, 0.221, 0.338, -0.602, -0.035, 0.258]}

---

(3)
{"formula": "C4H9IN2", "method": "ωB97M-V/def2-TZVPD", "relative_energy_kcal_mol": 53.5, "charge": 2, "energy_ev": -15352.28268, "homo_lumo_gap_ev": 9.56, "smiles": "[NH3+]C1=C([C@H]([NH3+])I)C1", "species": ["N", "I", "H", "H", "H", "C", "H", "H", "H", "C", "H", "H", "N", "C", "H", "C"], "xyz": [[2.171, -0.930, 1.204], [-1.739, -2.102, 0.554], [-3.226, 0.039, -1.310], [1.959, -0.805, 2.249], [2.046, -1.942, 0.890], [0.251, 0.110, -0.275], [-1.210, -1.107, -1.796], [3.125, -0.392, 1.176], [0.838, 2.233, 0.510], [1.128, 1.372, -0.045], [1.797, 1.554, -0.939], [-1.852, 1.387, -1.140], [-2.420, 0.490, -0.848], [-1.398, -0.497, -0.860], [-2.771, 0.635, 0.115], [1.303, -0.046, 0.514]], "mulliken_charge": [-0.243, 0.289, 0.399, 0.439, 0.409, 0.050, 0.499, 0.457, 0.331, -0.662, 0.240, 0.411, -0.177, -0.678, 0.415, -0.181]}

---

(4)
{"formula": "C12H21N7O3", "method": "ωB97M-V/def2-TZVPD", "relative_energy_kcal_mol": 39.8, "energy_ev": -29358.14924, "homo_lumo_gap_ev": 9.22, "smiles": "[H]/N=C(\\N)NCCC[C@H](N)C(=O)N[C@@H](Cc1c[nH]cn1)C(=O)O", "species": ["H", "H", "C", "C", "H", "N", "C", "N", "H", "N", "H", "C", "C", "O", "H", "N", "H", "N", "N", "O", "H", "H", "C", "H", "H", "C", "H", "H", "C", "O", "H", "C", "H", "H", "H", "N", "H", "C", "C", "H", "H", "C", "H"], "xyz": [[3.967, 1.640, 1.626], [1.130, 2.640, 0.611], [0.937, 2.048, -0.297], [-2.428, -2.020, -0.707], [1.180, -2.128, -2.617], [-0.111, 1.111, 0.034], [3.558, 0.716, 1.271], [0.035, -1.953, 0.285], [-1.226, -2.538, -2.486], [2.831, -0.971, -0.114], [-0.882, 3.570, -0.268], [0.563, 3.076, -1.357], [-0.048, -2.236, -0.960], [1.281, 3.281, -2.324], [2.841, 2.158, -1.094], [4.215, -0.452, 1.544], [-2.771, 1.511, 2.401], [1.031, -2.650, -1.760], [-1.259, -2.261, -1.509], [-0.485, 3.880, -1.090], [-4.027, -0.786, -1.483], [4.030, -2.578, 0.934], [-2.039, 0.155, 1.289], [4.757, -0.651, 2.366], [-4.053, -0.590, 1.000], [-3.070, -0.621, -0.935], [1.985, 0.825, -1.742], [-1.729, 0.600, 3.230], [2.807, 0.408, 0.153], [-1.690, 2.490, 1.011], [-2.304, -2.146, 0.406], [2.235, 1.334, -0.808], [0.917, -2.154, 0.703], [-1.469, -0.699, 1.451], [-3.728, 1.031, 0.259], [-2.570, 0.544, 2.577], [1.879, -2.825, -1.267], [-3.325, -0.005, 0.444], [-1.179, 1.390, 0.748], [-2.358, 0.053, -1.500], [0.084, 0.066, 0.202], [3.636, -1.473, 0.768], [-3.146, -2.795, -0.994]], "mulliken_charge": [0.426, 0.219, -0.027, -0.880, 0.239, 0.389, -0.671, -0.744, 0.215, -0.248, 0.368, 0.566, 0.527, -0.598, 0.643, -0.123, 0.394, -0.572, -0.131, -0.522, 0.320, 0.288, 0.023, 0.224, 0.402, -0.360, 0.368, 0.314, 0.172, -0.888, 0.429, -1.025, 0.109, 0.798, 0.323, -0.855, 0.293, -1.374, 0.639, 0.359, -0.233, -0.259, 0.464]}

---

Number 4 is which compound? C12H21N7O3

---

What is the formula in the third record? C4H9IN2